Entry 1:
A molecular structure, C14H36AsMnN2S4Sb, computed with ωB97M-V with the def2-TZVPD basis set.

```
59
Properties=species:S:1:pos:R:3:forces:R:3:mulliken_charge:R:1
Mn -1.1941 -0.0186 0.7032 -0.054 1.558 -1.134 -0.086
S -1.7989 -4.0019 2.5644 -0.029 0.367 -0.041 -0.751
Sb -0.5996 -2.1137 2.0272 0.581 -1.587 0.578 0.536
S -2.5372 0.8438 2.1688 -0.402 0.231 0.711 -0.658
S -0.4370 -1.7896 -0.4201 0.167 -0.728 -0.288 -0.521
S 1.6111 -2.3483 2.6957 -0.078 0.228 -0.010 -0.726
C 3.4782 2.6020 -2.2186 -0.039 -0.066 -0.031 -1.035
C 2.7953 1.5656 -3.1109 0.033 -0.022 0.066 -0.829
As 1.8606 0.1697 -2.0174 0.129 0.227 -0.109 0.488
C 3.3231 -1.1620 -1.9719 0.008 -0.060 0.101 -0.733
C 4.1071 -1.1087 -0.6614 -0.106 0.028 -0.027 -0.925
C 0.8342 -0.6437 -3.4950 -0.018 0.002 -0.103 -0.627
C 1.5470 -0.7850 -4.8376 -0.011 0.015 0.075 -1.231
H 3.9245 3.4135 -2.8016 0.011 0.002 0.013 0.385
H 4.2720 2.1500 -1.6182 -0.021 0.000 0.001 0.245
H 2.7575 3.0428 -1.5255 0.031 0.008 0.002 0.124
H 3.5173 1.1044 -3.7911 -0.028 0.009 -0.013 0.407
H 2.0312 2.0540 -3.7236 -0.006 -0.025 0.015 0.380
H 3.9785 -1.0187 -2.8352 0.002 0.008 -0.023 0.415
H 2.8471 -2.1403 -2.0707 -0.037 0.018 0.009 0.411
H 4.5675 -0.1278 -0.5097 0.002 -0.004 0.010 0.186
H 4.9041 -1.8570 -0.6475 0.006 0.007 0.024 0.386
H 3.4465 -1.3093 0.1869 0.033 -0.011 0.002 0.115
H -0.0795 -0.0557 -3.6042 -0.009 0.016 0.024 0.326
H 0.5213 -1.6179 -3.1195 -0.013 0.004 0.073 0.417
H 1.7758 0.1875 -5.2794 0.020 -0.025 0.006 0.246
H 0.9205 -1.3294 -5.5506 0.016 -0.001 -0.006 0.426
H 2.4862 -1.3352 -4.7371 -0.020 0.012 -0.009 0.256
C -2.6428 3.2783 -2.0324 -0.003 0.065 0.081 -1.664
C -2.1989 2.6772 -0.6955 0.127 -0.048 0.145 0.765
C -1.0335 3.4825 -0.1179 -0.118 -0.065 -0.008 -0.700
C -1.8207 1.2084 -0.8461 -0.051 0.066 -0.102 -0.356
H -2.9140 4.3370 -1.9271 -0.008 -0.033 -0.043 0.424
H -3.5044 2.7383 -2.4346 0.033 0.021 -0.006 0.393
H -1.8282 3.2070 -2.7620 -0.031 0.006 -0.010 0.283
H -3.0310 2.7447 0.0126 -0.003 0.005 0.004 0.330
H -0.1812 3.4622 -0.8096 -0.001 -0.001 0.028 0.121
H -0.7245 3.0327 0.8280 -0.012 0.084 0.000 -0.181
H -1.3113 4.5280 0.0608 0.054 -0.024 -0.024 0.440
H -1.0039 1.1368 -1.5780 0.119 -0.048 -0.034 -0.251
H -2.6623 0.6526 -1.2712 -0.068 -0.064 -0.025 0.503
C 3.1224 1.3201 3.2429 -0.039 -0.040 0.038 -1.589
C 1.7345 1.8893 3.5270 -0.086 0.085 0.024 1.497
C 1.6809 3.3822 3.1525 0.019 -0.062 0.020 -1.531
C 1.4044 1.7135 5.0083 0.011 -0.004 -0.026 -1.819
N 0.7244 1.1049 2.8190 0.309 0.145 0.042 0.158
N 0.9090 0.9463 1.4228 -0.108 -0.140 0.297 0.636
H 3.8547 1.7646 3.9252 -0.021 -0.012 -0.053 0.485
H 3.4381 1.5344 2.2176 0.011 -0.031 0.041 0.238
H 3.0999 0.2363 3.3794 0.021 0.004 -0.021 0.279
H 2.3260 3.9737 3.8108 0.015 -0.005 -0.068 0.455
H 0.6561 3.7520 3.2424 0.037 0.024 0.020 0.327
H 2.0154 3.5441 2.1227 -0.043 0.024 0.028 0.289
H 2.1003 2.2856 5.6296 -0.037 -0.004 0.008 0.411
H 1.4696 0.6547 5.2641 -0.019 0.034 0.001 0.386
H 0.3855 2.0533 5.2149 0.031 -0.006 0.007 0.395
H -0.2129 1.4695 2.9620 -0.184 -0.068 0.017 0.060
H 1.5630 0.1782 1.2806 -0.027 -0.123 -0.002 -0.188
H 1.2910 1.7876 0.9994 -0.097 0.004 -0.298 -0.222
```
Forces are in eV/Å.

As for the spin multiplicity: 6. Its energy above the lowest of the compared OMol25 structures with the same formula, charge and spin is 0.00 kJ/mol. For the HOMO-LUMO gap (spin up / spin down), the calculation gives 5.20 / 5.40 eV. As for the expectation value of S²: 8.840. The net charge is -2.

Entry 2:
A molecular structure, C14H36BaClN2O9, computed with ωB97M-V with the def2-TZVPD basis set.

```
63
Properties=species:S:1:pos:R:3:forces:R:3:mulliken_charge:R:1
Ba 0.2331 0.4162 -0.0591 0.486 -0.853 -0.274 1.150
Cl 1.5364 3.6992 1.5822 1.701 -4.152 2.075 1.604
O 0.1478 3.6559 1.1836 -1.069 0.745 0.350 -0.380
O 2.0022 4.9139 0.9533 0.183 -0.640 0.487 -0.330
O 1.6960 3.6949 3.0650 -0.678 1.095 -3.090 -0.389
O 2.0949 2.4013 1.1139 -0.184 2.873 0.170 -0.495
C -2.8100 3.5674 -1.2138 0.050 1.404 0.130 -1.415
C -2.8085 2.0892 -1.0139 -0.508 1.445 -0.800 0.277
O -1.6069 1.5246 -1.5638 -0.184 -0.440 0.389 -0.251
H -3.6239 3.9847 -0.6209 -0.137 0.136 -0.113 0.427
H -2.9480 3.8974 -2.2435 -0.091 -0.241 -0.089 0.368
H -1.9046 4.0625 -0.8628 0.169 -0.171 0.172 0.258
H -3.6808 1.7696 -1.5841 -0.034 -0.841 0.442 0.397
H -2.9087 1.9544 0.0630 0.314 -0.772 -0.443 -0.105
H -1.7438 1.4232 -2.5086 0.045 -0.008 -0.196 0.129
C 1.4272 2.9751 -2.6479 0.114 0.038 -0.291 -1.000
O 1.7417 1.6354 -2.0395 -1.210 2.254 -0.976 -0.067
C 3.0497 1.2358 -2.3634 1.823 -0.267 0.198 -0.866
C 3.4974 -0.0205 -1.5594 0.542 1.078 -0.026 -0.826
N 2.4016 -0.9410 -1.5595 -0.478 -1.180 -0.458 0.113
C 2.8355 -2.3158 -1.2056 -2.239 -0.470 0.804 -0.944
C 1.5697 -3.1983 -1.0101 0.208 0.372 0.865 -0.684
O 0.8173 -2.6651 0.0993 -0.763 -0.235 0.536 0.417
C 0.0991 -3.6241 0.9336 1.058 -0.125 0.123 -0.995
H 1.6015 3.1249 -3.7134 0.240 -1.393 -0.420 0.390
H 2.0343 3.8177 -2.3168 0.258 -0.419 1.159 0.384
H 0.3794 3.2651 -2.5698 -0.041 -0.643 0.742 0.205
H 3.7195 2.0865 -2.2383 0.256 -0.064 0.465 0.484
H 3.1811 1.0012 -3.4197 -0.570 -0.197 -0.310 0.454
H 3.8330 0.1366 -0.5343 -0.212 0.586 0.197 0.425
H 4.3656 -0.4876 -2.0243 0.249 0.350 -0.440 0.429
H 2.1132 -0.9168 -2.5271 -0.567 -0.504 -0.336 0.115
H 3.2957 -2.1866 -0.2260 0.440 -0.488 -0.125 0.326
H 3.4268 -2.8974 -1.9129 0.610 0.691 -0.199 0.439
H 1.8075 -4.2420 -0.8048 0.371 0.012 0.051 0.462
H 0.9672 -3.2070 -1.9184 -0.182 0.184 -0.134 0.240
H 0.7864 -4.2673 1.4832 0.551 -0.208 -0.407 0.419
H -0.5865 -4.2957 0.4168 -0.119 0.409 -0.357 0.413
H -0.3884 -3.1401 1.7800 -0.266 0.568 -0.592 0.030
C -2.2429 -2.6150 -1.7281 0.210 0.871 -0.018 -1.044
O -1.8971 -1.6733 -0.6887 0.001 -0.593 -0.600 0.401
C -3.0395 -1.3265 0.0602 0.389 0.993 1.300 -0.875
C -2.5262 -0.9977 1.4891 -1.569 -0.830 0.190 -0.219
N -2.0326 0.3622 1.6741 0.271 -0.123 0.680 -0.289
C -1.6223 0.5209 3.0866 3.242 0.387 0.210 -1.080
C -0.3926 -0.4559 3.4170 -1.285 0.092 0.360 -0.773
O 0.6896 -0.2745 2.4842 -1.695 0.365 0.381 0.121
C 1.8194 -1.0403 2.8501 0.091 -0.274 -0.610 -0.725
H -2.6289 -3.5270 -1.2726 0.145 -0.110 -0.193 0.349
H -1.3643 -2.7655 -2.3553 0.020 -0.272 0.298 0.170
H -2.9963 -2.1595 -2.3708 -0.240 -0.142 -0.033 0.371
H -3.8354 -2.0713 0.0582 0.359 -0.481 0.193 0.558
H -3.5101 -0.4508 -0.3867 -0.066 0.295 -0.011 0.182
H -1.8159 -1.7518 1.8282 0.241 0.250 -0.626 -0.216
H -3.2922 -1.0762 2.2606 -0.737 -0.573 -0.301 0.525
H -2.8686 0.9289 1.6613 -0.090 0.309 -0.526 0.406
H -2.4205 0.5720 3.8271 -0.126 -0.925 -0.005 0.451
H -1.1949 1.5218 3.1455 0.087 0.233 0.045 0.373
H -0.7753 -1.4761 3.4440 0.122 -0.392 -0.793 0.452
H 0.0314 -0.4666 4.4211 -0.222 1.221 0.285 0.522
H 1.5167 -2.0831 2.9455 0.201 -0.104 0.234 0.336
H 2.2807 -0.6577 3.7605 0.071 -0.045 -0.058 0.331
H 2.4673 -0.9645 1.9768 0.445 -0.079 0.320 0.065
```
Forces are in eV/Å.

As for the spin multiplicity: 2. For the HOMO-LUMO gap (spin up / spin down), the calculation gives 10.59 / 4.07 eV. As for the expectation value of S²: 0.768. The net charge is +2.

Entry 3:
A molecular structure, C14H36ClGeN3O12OsP2Si3, computed with ωB97M-V with the def2-TZVPD basis set.

```
73
Properties=species:S:1:pos:R:3:forces:R:3:mulliken_charge:R:1
Os 1.4790 0.1245 0.0061 0.063 0.077 -0.637 0.863
O 5.3760 -0.3892 1.6522 -0.053 -0.128 0.006 -0.467
P 4.3465 0.7752 1.3764 -0.317 -0.088 -0.078 0.422
O 4.9086 2.0978 1.1853 0.000 0.040 0.042 -0.582
O 3.4543 0.1806 0.2122 0.064 -0.095 0.425 -0.312
O 3.3695 0.6127 2.6807 -0.129 0.325 -0.221 -0.217
P 1.9370 1.2944 2.9547 0.227 -0.332 -0.140 0.539
O 1.4845 0.5743 4.2792 -0.066 0.052 -0.014 -0.512
O 1.8392 2.7371 3.0164 0.001 0.038 -0.027 -0.624
O 1.0419 0.6095 1.8037 0.063 0.170 0.642 0.270
H 6.2475 -0.0358 1.8673 0.087 0.027 0.014 0.348
H 1.6482 -0.3748 4.3134 0.024 -0.076 -0.001 0.348
O 1.3912 3.6616 -2.1999 0.064 -0.035 0.048 -0.639
Cl 2.1482 2.6615 -1.5463 -0.193 0.084 0.106 1.746
O 3.5085 2.6454 -1.9144 0.071 0.012 -0.056 -0.618
O 1.5524 1.2987 -1.9458 0.044 0.014 -0.144 -0.880
O 1.9490 2.6818 -0.1131 0.072 0.058 -0.078 -0.485
C 1.7281 -4.9057 -0.0365 0.019 0.000 -0.030 -0.804
N 1.9663 -3.8292 -1.0042 0.070 -0.035 -0.021 0.271
C 2.4965 -4.0563 -2.2394 0.016 0.018 0.021 -0.232
C 2.7783 -3.0508 -3.0892 -0.024 -0.038 -0.031 -1.280
C 2.4883 -1.7135 -2.6758 0.074 -0.021 0.090 0.772
N 1.9027 -1.5134 -1.4817 0.014 -0.016 0.095 0.091
C 1.7175 -2.5462 -0.6139 -0.259 -0.042 -0.132 0.010
O 1.2886 -2.2836 0.5201 0.122 0.033 0.056 -0.633
N 2.7845 -0.6790 -3.4362 0.022 0.052 -0.021 -0.140
H 1.8880 -5.8562 -0.5368 0.003 -0.001 0.005 0.325
H 0.7059 -4.8482 0.3278 -0.006 0.000 0.000 0.246
H 2.4123 -4.8070 0.8031 0.000 -0.001 0.004 0.320
H 2.6887 -5.0906 -2.4871 -0.004 -0.003 0.010 0.415
H 3.2147 -3.2505 -4.0553 -0.004 0.017 -0.002 0.475
H 3.2606 -0.8130 -4.3116 -0.009 -0.007 -0.003 0.210
H 2.5972 0.2625 -3.1002 -0.018 -0.031 -0.017 0.205
C -0.9184 -0.5577 -3.1942 0.046 -0.004 0.012 -0.707
Si -1.7101 0.7714 -2.1597 -0.153 -0.071 0.204 0.425
C -3.5174 0.3155 -1.8560 0.099 -0.041 -0.062 -1.083
C -1.5713 2.4832 -2.8512 0.095 -0.008 -0.018 -0.891
Ge -1.2175 0.6378 0.2579 0.012 -0.106 0.011 0.339
Si -2.0541 -1.3390 1.3797 -0.018 -0.045 -0.011 0.467
C -1.0423 -1.6597 2.9127 0.084 0.063 -0.017 -0.807
C -2.0174 -2.8275 0.2433 -0.009 0.007 -0.068 -0.528
C -3.8198 -0.8973 1.8135 -0.016 0.035 -0.038 -1.047
Si -1.8081 2.6725 1.4541 0.032 -0.002 -0.072 0.558
C -0.6572 4.0478 0.9814 0.071 0.014 0.000 -0.771
C -1.7392 2.3104 3.2818 -0.031 0.072 0.002 -0.865
C -3.5571 3.0203 0.8728 0.034 0.027 0.027 -1.141
H -1.4819 -0.6479 -4.1270 -0.006 -0.009 -0.013 0.548
H -0.9492 -1.5248 -2.6877 -0.005 0.008 -0.008 0.157
H 0.1124 -0.3158 -3.4483 -0.013 0.012 0.003 0.082
H -4.0219 0.4366 -2.8214 -0.031 -0.015 0.016 0.479
H -4.0265 0.9605 -1.1406 0.007 0.044 0.025 0.264
H -3.6376 -0.7235 -1.5436 0.002 0.037 -0.014 0.258
H -2.2412 2.5626 -3.7123 -0.002 -0.009 -0.002 0.467
H -0.5577 2.7063 -3.1790 -0.024 0.019 0.000 0.208
H -1.8645 3.2443 -2.1274 -0.020 -0.001 0.009 0.231
H -0.0291 -1.9568 2.6383 -0.006 -0.028 0.021 0.045
H -1.4969 -2.4634 3.4971 -0.011 -0.004 -0.013 0.496
H -0.9828 -0.7701 3.5412 -0.017 0.010 0.028 0.240
H -0.9967 -3.0331 -0.0779 0.014 -0.025 0.007 -0.244
H -2.6354 -2.6982 -0.6478 -0.021 0.009 0.046 0.293
H -2.3875 -3.7049 0.7812 -0.008 0.009 -0.018 0.444
H -3.8623 -0.0244 2.4660 -0.012 0.017 0.021 0.239
H -4.3035 -1.7261 2.3367 0.029 -0.016 -0.009 0.432
H -4.4089 -0.6801 0.9205 -0.028 -0.005 0.010 0.307
H 0.3348 3.8828 1.4062 -0.047 0.018 -0.006 0.187
H -1.0438 4.9896 1.3812 -0.024 -0.009 0.011 0.467
H -0.5538 4.1580 -0.0995 -0.009 0.007 0.002 0.179
H -0.7063 2.2297 3.6218 -0.019 0.000 0.007 0.173
H -2.2860 1.4172 3.5841 -0.021 -0.019 -0.027 0.205
H -2.1826 3.1623 3.8064 0.007 -0.017 0.020 0.454
H -3.5891 3.2398 -0.1964 -0.004 -0.001 0.000 0.252
H -3.9114 3.9130 1.3967 -0.019 -0.015 -0.012 0.422
H -4.2603 2.2138 1.0840 0.004 -0.030 0.018 0.311
```
Forces are in eV/Å.

As for the spin multiplicity: 6. Its energy above the lowest of the compared OMol25 structures with the same formula, charge and spin is 94.81 kJ/mol. For the HOMO-LUMO gap (spin up / spin down), the calculation gives 7.85 / 6.21 eV. As for the expectation value of S²: 8.790. The net charge is +1.

We obtain strongest force on any atom values of 1.9 4.9 0.7 eV Å⁻¹ for the records listed above, in that order.